# 1
The following is a quantum chemistry calculation of a molecular structure, C4H9N in a non-equilibrium geometry, from OMol25.

```
14
Properties=species:S:1:pos:R:3:forces:R:3:mulliken_charge:R:1
N -0.87121 -0.49362 -0.14916 0.3 0.2 0.3 -0.064
C -0.82849 0.85748 -0.61857 0.2 0.1 0.3 -0.530
C 1.44000 1.10554 0.57948 -0.5 -0.8 1.2 -1.244
C -0.32689 0.40524 0.73222 2.2 0.5 0.2 -0.184
C -0.69038 -1.85851 -0.58310 0.2 0.0 -0.1 -0.750
H -0.60223 -1.91101 -1.67073 0.1 0.0 0.1 0.317
H 2.17129 1.19187 -0.28183 -1.5 -0.7 0.2 0.346
H 1.93780 0.47190 1.28786 0.6 0.0 0.6 0.346
H 1.39825 2.14153 0.96203 -0.4 -0.5 0.1 0.337
H 0.19385 -2.30633 -0.11956 0.0 0.0 -0.1 0.299
H -1.81701 1.26541 -0.87482 0.8 0.4 0.2 0.291
H -0.60223 0.41046 1.79006 -0.1 0.5 -0.4 0.355
H -1.57026 -2.45523 -0.28895 0.3 0.2 -0.1 0.214
H 0.24716 1.22311 -0.76275 -2.2 0.2 -2.6 0.266
```
Forces are in eV/Å.

Values from the calculation:
Kohn-Sham gap, eV: 9.529
Energy above the lowest of the compared OMol25 structures with the same formula, charge and spin, kJ/mol: 450.6
Strongest force on any atom, eV Å⁻¹: 3.42
Energy, eV: -5779.1418
HOMO, eV: -8.387

=====

# 2
The following is a quantum chemistry calculation of C4H9N in the gas phase in a non-equilibrium geometry, from OMol25.

```
14
Properties=species:S:1:pos:R:3:forces:R:3:mulliken_charge:R:1
N 0.28946 -0.26848 2.10006 0.2 0.3 0.3 -0.526
C 0.76392 0.08095 -1.60135 -0.3 -0.3 -1.9 -1.330
C 0.79422 -0.01268 0.81468 0.0 -0.5 0.4 -0.391
C 0.07640 -0.12541 -0.30364 0.3 1.1 0.6 0.924
C -1.43502 -0.10355 -0.21360 0.7 -0.5 -0.7 -1.392
H -1.82432 -1.04323 0.16342 -0.2 -0.2 0.1 0.305
H 0.57169 -0.69640 -2.35983 -0.1 -0.4 0.5 0.315
H 1.84734 0.13227 -1.57313 0.1 0.2 0.4 0.336
H -0.63826 0.07271 2.28580 -0.3 0.0 -0.1 0.201
H 1.85268 0.23678 0.82823 0.0 -0.4 -0.3 0.290
H -1.76960 0.71033 0.42135 -0.1 0.1 0.2 0.352
H 0.39599 0.92521 -2.19237 0.0 0.5 0.5 0.311
H -1.82584 0.06170 -1.21365 -0.3 0.0 0.0 0.358
H 0.90136 0.02980 2.84404 0.0 0.0 -0.1 0.247
```
Forces are in eV/Å.

Values from the calculation:
Kohn-Sham gap, eV: 8.802
Energy above the lowest of the compared OMol25 structures with the same formula, charge and spin, kJ/mol: 38.2
Strongest force on any atom, eV Å⁻¹: 1.93
Energy, eV: -5783.4163
SMILES: CC(C)=CN
HOMO, eV: -7.750

=====

# 3
The following is a quantum chemistry calculation of C4H9N in the gas phase in a non-equilibrium geometry, from OMol25.

```
14
Properties=species:S:1:pos:R:3:forces:R:3:mulliken_charge:R:1
N 0.60407 -1.32653 0.06497 -0.2 -2.7 0.3 -0.448
C -0.10843 2.26113 0.06270 -0.2 -0.9 -1.4 -0.699
C -0.60079 -1.53608 -0.73143 -0.3 1.5 0.4 -0.927
C 0.53382 1.10037 -0.14073 -0.2 0.4 0.9 -0.242
C 0.49785 -0.11559 0.79034 -0.1 2.0 0.5 -0.467
H -0.67640 -0.70768 -1.42444 -0.1 0.3 -0.2 0.318
H -1.00702 2.27476 0.65536 0.1 0.2 0.8 0.260
H 0.01498 3.12317 -0.60686 0.2 -0.5 0.3 0.265
H 0.60585 -2.12189 0.74958 0.4 1.0 -0.8 0.255
H -0.35507 -0.07652 1.49501 -0.2 0.1 -0.4 0.344
H 1.25553 0.97719 -0.93637 0.3 0.2 -0.1 0.378
H -1.49261 -1.47896 -0.09539 -0.2 -0.2 -0.1 0.322
H 1.35854 0.03572 1.44733 0.2 -0.3 -0.1 0.312
H -0.63031 -2.40910 -1.33006 0.4 -1.1 -0.2 0.330
```
Forces are in eV/Å.

Values from the calculation:
Kohn-Sham gap, eV: 10.286
Energy above the lowest of the compared OMol25 structures with the same formula, charge and spin, kJ/mol: 111.2
Strongest force on any atom, eV Å⁻¹: 2.73
Energy, eV: -5782.6593
SMILES: C=CCNC
HOMO, eV: -9.123

=====

# 4
The following is a quantum chemistry calculation of C4H9N in the gas phase in a non-equilibrium geometry, from OMol25.

```
14
Properties=species:S:1:pos:R:3:forces:R:3:mulliken_charge:R:1
N -1.93160 -0.02409 -0.03158 0.0 0.0 0.8 -0.654
C 1.89091 -0.54127 0.02692 -0.4 -0.7 0.6 -1.113
C 0.32122 1.42219 -0.08712 -0.4 0.3 1.0 -0.927
C -0.68388 -0.77356 -0.02628 0.6 -0.8 -2.2 -0.457
C 0.54874 0.09788 -0.00583 -1.5 1.9 -0.6 0.653
H -0.64759 -1.37895 -0.99014 -0.1 0.6 0.9 0.287
H -1.98861 0.51425 0.83264 0.0 0.0 -0.2 0.216
H -2.74448 -0.62162 -0.00346 0.0 -0.4 -0.2 0.232
H 1.11724 2.16560 0.10295 -0.4 -0.5 -0.5 0.257
H 2.03545 -1.00724 1.04301 -0.1 -0.2 -1.2 0.280
H 2.62365 0.25902 0.00658 0.4 -0.2 -0.6 0.322
H 1.92956 -1.28534 -0.83516 0.5 0.8 1.3 0.266
H -0.74870 1.79995 -0.12189 1.8 -0.4 -0.1 0.342
H -0.51728 -1.50846 0.74039 -0.4 -0.5 0.8 0.297
```
Forces are in eV/Å.

Values from the calculation:
Kohn-Sham gap, eV: 10.148
Energy above the lowest of the compared OMol25 structures with the same formula, charge and spin, kJ/mol: 79.0
Strongest force on any atom, eV Å⁻¹: 2.48
Energy, eV: -5782.9928
SMILES: C=C(C)CN
HOMO, eV: -9.065

=====

# 5
The following is a quantum chemistry calculation of 2 unconnected molecules or ions with the total composition C4H9N in a non-equilibrium geometry, from OMol25.

```
14
Properties=species:S:1:pos:R:3:forces:R:3:mulliken_charge:R:1
N -0.64717 -6.54344 -3.85201 -0.1 1.0 1.1 -0.451
C 0.66726 4.32334 1.25701 1.2 -0.6 1.9 -0.913
C 0.39102 -6.38587 -3.13103 0.9 -1.2 -0.7 -0.229
C -0.08481 3.04383 1.48771 -0.3 1.3 -3.7 -0.007
C -0.86102 2.85618 2.50835 0.4 2.8 3.3 -0.653
H 0.26584 -6.42309 -2.02842 0.7 0.6 -0.5 0.202
H -1.11084 1.91972 2.84712 -1.7 -2.1 0.2 0.332
H 1.73057 4.02890 0.98196 -1.4 0.9 -0.5 0.269
H -1.43901 -6.41273 -3.18030 0.3 -0.6 -1.0 0.253
H -0.97548 3.71404 3.30296 0.5 -1.8 -1.4 0.172
H 0.09216 5.02196 0.66289 0.5 0.1 -0.7 0.268
H 1.44382 -6.43545 -3.63093 -1.9 0.2 1.1 0.226
H 0.78615 4.77227 2.26310 0.0 0.1 -0.5 0.274
H -0.25849 2.52034 0.51159 0.8 -0.7 1.3 0.258
```
Forces are in eV/Å.

Values from the calculation:
Kohn-Sham gap, eV: 10.784
Energy above the lowest of the compared OMol25 structures with the same formula, charge and spin, kJ/mol: 256.7
Strongest force on any atom, eV Å⁻¹: 4.34
Energy, eV: -5781.1513
SMILES: C=CC.C=N
HOMO, eV: -9.573

=====

# 6
The following is a quantum chemistry calculation of C4H9N in the gas phase in a non-equilibrium geometry, from OMol25.

```
14
Properties=species:S:1:pos:R:3:forces:R:3:mulliken_charge:R:1
N 0.07327 0.11761 -1.10748 -0.7 0.5 0.1 -0.349
C -0.34375 -1.22924 -1.45853 0.3 -0.2 0.7 -0.873
C 0.48518 1.00516 1.27416 -0.9 -1.5 -0.7 -0.123
C 0.92618 0.23344 0.05785 2.0 -1.6 0.3 -0.546
C -0.83526 0.97182 1.54786 0.1 0.7 0.3 -0.794
H -0.74058 0.70357 -0.95920 0.0 0.0 -0.1 0.301
H 1.28250 -0.77331 0.35133 -0.4 -0.1 0.0 0.248
H 0.55012 -1.84046 -1.49216 0.2 -0.2 -0.3 0.324
H 1.89566 0.64317 -0.26176 -0.2 0.5 0.1 0.314
H -1.42895 1.82385 1.86352 0.3 -0.3 1.4 0.261
H -0.82069 -1.27675 -2.43387 -0.1 0.2 0.0 0.307
H -1.38010 0.04284 1.39410 -0.3 0.4 -1.4 0.293
H -0.97429 -1.70782 -0.69377 -0.2 0.1 -0.1 0.291
H 1.31071 1.28611 1.91795 -0.3 1.6 -0.3 0.345
```
Forces are in eV/Å.

Values from the calculation:
Kohn-Sham gap, eV: 9.256
Energy above the lowest of the compared OMol25 structures with the same formula, charge and spin, kJ/mol: 230.4
Strongest force on any atom, eV Å⁻¹: 2.56
Energy, eV: -5781.4238
SMILES: C=CCNC
HOMO, eV: -8.354

=====

# 7
The following is a quantum chemistry calculation of 2 unconnected molecules or ions with the total composition C4H9N2 in a non-equilibrium geometry, from OMol25.

```
15
Properties=species:S:1:pos:R:3:forces:R:3:mulliken_charge:R:1
N -0.22448 0.11670 1.11437 -0.8 0.7 0.7 -0.188
N 0.58687 0.71856 -1.60197 1.6 0.8 0.5 -0.268
C 0.60267 1.69094 -0.71942 0.5 -1.7 0.6 -0.157
C -0.28933 -1.50249 -0.64361 0.2 -0.9 2.5 -1.019
C -0.84954 -0.49768 0.07158 -0.3 -2.1 -1.9 0.003
C -0.23068 -0.27193 2.32292 2.3 2.3 -1.1 -0.319
H -1.66786 0.05115 -0.37556 -0.5 0.1 0.4 0.418
H -0.72479 -2.04955 -1.50173 0.3 0.7 0.7 0.355
H 0.56448 -1.93302 -0.03133 -0.7 0.0 -1.5 0.306
H 1.26257 -0.10517 -1.53837 -0.8 1.9 0.0 0.371
H 1.40521 1.69193 0.03752 -0.2 0.0 -0.9 0.293
H -0.20393 2.38778 -0.44892 0.2 -0.3 -1.2 0.334
H 0.31218 0.36174 3.01451 -0.1 0.1 0.2 0.265
H -0.46632 -1.21412 2.65752 -1.4 -2.2 0.6 0.319
H -0.07703 0.55515 -2.35750 -0.2 0.6 0.5 0.286
```
Forces are in eV/Å.

Values from the calculation:
Charge: +1
Kohn-Sham gap, eV: 8.985
Energy above the lowest of the compared OMol25 structures with the same formula, charge and spin, kJ/mol: 387.3
Strongest force on any atom, eV Å⁻¹: 3.43
Energy, eV: -7264.1280
HOMO, eV: -13.620

=====

# 8
The following is a quantum chemistry calculation of a gas-phase ion, C4H9N2 (charge +1) in a non-equilibrium geometry, from OMol25.

```
15
Properties=species:S:1:pos:R:3:forces:R:3:mulliken_charge:R:1
N 1.00052 1.38927 -0.16310 0.0 1.4 -2.1 -0.592
N 1.06860 0.30905 -0.74063 1.0 -0.2 2.2 0.660
C -1.47013 0.65417 0.81362 -0.6 3.0 1.9 -1.092
C -0.39229 -0.27307 1.40966 1.9 2.4 -1.6 -0.387
C 1.20901 -0.35721 -1.95396 -0.7 -2.5 -2.3 -0.644
C 1.05050 0.23710 0.67239 -0.6 -4.8 3.0 0.056
H -0.05433 -0.10560 2.44749 -1.1 -0.2 -0.3 0.341
H -2.16446 0.22625 0.14984 -1.3 -1.5 -0.1 0.395
H -1.17703 1.41526 0.08308 1.1 0.3 0.3 0.330
H 2.15622 -1.06620 -2.05028 -1.4 2.1 0.6 0.325
H -2.03231 1.35168 1.56742 0.9 -1.7 -1.1 0.291
H -0.79506 -1.26756 1.20081 1.3 -0.3 0.2 0.305
H 1.10140 0.47616 -2.69758 0.2 -1.5 -0.1 0.328
H 0.39423 -1.25024 -1.96690 1.3 2.5 -0.2 0.331
H 2.07466 -0.08230 1.13120 -2.0 1.0 -0.6 0.352
```
Forces are in eV/Å.

Values from the calculation:
Charge: +1
Kohn-Sham gap, eV: 9.771
Energy above the lowest of the compared OMol25 structures with the same formula, charge and spin, kJ/mol: 576.4
Strongest force on any atom, eV Å⁻¹: 5.65
Energy, eV: -7262.1679
SMILES: CC[C@@H]1N=[N+]1C
HOMO, eV: -15.918